[1]
14
Properties=species:S:1:pos:R:3:forces:R:3:mulliken_charge:R:1 method="wB97M-V/def2-TZVPD" e_tot_ha=-721.766344 homo_energy_ev=-9.46 spin_multiplicity=1 relative_energy_kcal_mol=123.2 orbital_gap_ev=10.07 mol_weight_g_mol=121.2
C -0.93443 0.87172 0.87716 -1.3 -0.8 0.9 -0.49
C -1.18785 0.96278 -0.61354 -3.8 0.8 0.6 -0.23
C 1.12764 -1.70119 -0.10663 -1.5 0.0 1.5 -0.81
N 0.46101 0.78588 1.09517 2.7 -0.7 -1.2 -0.48
O 2.67206 0.59729 -0.68401 -7.0 -2.6 2.3 -0.63
O -0.19132 0.24695 -1.21727 2.2 -0.9 -1.0 -0.36
S 1.08715 0.06415 -0.12874 5.0 4.3 -0.9 0.92
H -1.35391 1.67932 1.46926 -0.1 0.2 -0.2 0.34
H -1.39261 -0.06022 1.21889 -0.4 0.0 0.3 0.23
H -2.21699 0.46285 -0.82297 1.8 0.7 0.1 0.24
H -1.32982 2.02107 -0.90361 0.8 -0.5 -0.4 0.29
H 0.04976 -1.92195 -0.32443 1.3 -0.4 -0.4 0.31
H 1.90760 -1.93180 -0.79586 0.1 -0.8 -0.6 0.34
H 1.30172 -2.07685 0.93659 0.3 0.6 -1.0 0.31



[2]
35
Properties=species:S:1:pos:R:3:forces:R:3:mulliken_charge:R:1 method="wB97M-V/def2-TZVPD" e_tot_ha=-511.706925 homo_energy_ev="-8.51 / -7.48" spin_multiplicity=1 relative_energy_kcal_mol=107.7 orbital_gap_ev="8.82 / 7.51" mol_weight_g_mol=179.1
B 1.31834 0.17423 -0.48547 0.5 -1.0 1.0 0.09
C 3.41878 0.74744 -1.49330 -0.3 -0.3 0.7 -0.51
C 3.69217 -0.08721 -0.50807 1.3 -0.4 -0.6 -0.67
C 1.99048 1.13697 -1.50561 -0.9 -0.4 -0.3 -0.78
C 2.52909 -0.58089 0.26351 -1.4 -0.5 -0.4 0.20
C 2.46197 -0.03858 1.66002 -1.4 -2.9 2.0 -1.21
C -0.87845 -2.46234 0.94334 -2.8 -1.8 -0.6 -1.15
C -2.00636 -1.59656 -1.28771 1.5 -1.3 3.0 -1.29
C -0.96514 2.18040 0.56407 -0.2 2.4 0.2 -0.91
C -3.25663 1.17236 0.11540 1.9 1.1 0.6 -1.71
C -1.78129 -1.36388 0.27832 0.8 -2.5 -0.4 0.48
C -1.67474 1.01052 -0.09675 -2.5 1.8 1.8 0.67
N -1.14605 -0.12904 0.62779 0.1 0.3 -1.6 -0.37
H 4.11825 1.07054 -2.22343 0.6 0.5 -0.4 0.47
H 4.72179 -0.38952 -0.37324 0.0 -0.4 0.4 0.38
H 1.55277 0.90146 -2.45149 -0.6 0.4 -1.1 0.37
H 1.86429 2.16584 -1.25940 -0.4 1.0 -0.1 0.38
H 2.41232 -1.67027 0.26436 0.3 0.0 0.0 0.38
H 2.19007 0.96470 1.58217 -0.4 1.9 0.6 0.39
H 3.35511 -0.18529 2.24835 0.6 0.3 -0.1 0.40
H 1.67589 -0.64823 2.26069 0.9 1.4 -1.0 0.20
H 0.11638 -2.40685 0.60484 1.2 0.0 -0.9 0.11
H -0.80883 -2.30301 2.00905 -0.3 0.0 0.4 0.36
H -1.31829 -3.54585 0.74007 1.0 2.2 0.4 0.33
H -1.02396 -1.60507 -1.70386 0.7 1.0 -0.8 0.23
H -2.71102 -0.87884 -1.50372 -1.0 1.6 -1.6 0.38
H -2.35966 -2.56677 -1.57238 -0.7 -0.7 0.4 0.40
H -1.24596 2.57916 1.57868 -0.2 -1.6 -0.4 0.34
H 0.03861 1.81344 0.61291 1.0 0.5 0.3 -0.04
H -1.00155 3.19998 0.10390 0.2 -1.0 -0.8 0.34
H -3.59821 2.16325 -0.18900 0.3 0.1 -0.2 0.42
H -3.51055 1.10019 1.16171 -0.2 -0.5 0.3 0.39
H -3.72737 0.48726 -0.51684 -1.2 -1.2 -0.5 0.44
H -2.79281 -1.47662 0.73686 0.5 0.5 0.0 0.30
H -1.64942 1.06706 -1.18579 0.9 -0.4 -0.1 0.19